[1]
C13H25AgFO2 as an isolated structure at a distorted geometry. Source: the OMol25 dataset; level of theory: ωB97M-V/def2-TZVPD.

Its calculated total energy is -907.3446 Ha. Its charge is +1.

The geometry in XYZ format:
```
42
Properties=species:S:1:pos:R:3:forces:R:3
C -1.52648 2.20187 2.32271 -0.0367 -0.0725 0.0277
C -1.83249 2.11419 0.83011 0.0500 -0.0737 -0.1505
C -0.87362 2.95247 -0.02006 -0.0169 -0.0168 0.0983
C -1.18153 2.97570 -1.52138 -0.0146 0.0578 -0.1251
C -0.43881 1.93495 -2.38000 -0.2661 -0.1237 -0.0198
C -0.29366 0.52821 -1.78500 0.1128 -0.1854 -0.0982
C -1.49176 -0.39769 -2.04313 0.0164 0.0346 0.0890
C -1.12344 -1.87929 -2.03970 0.2241 0.1308 0.0354
C -0.62065 -2.35656 -0.66678 -0.1275 -0.2307 0.1801
C 0.90109 -2.29239 -0.48616 0.5767 0.6180 0.1433
C 1.48161 -1.44651 0.67244 -0.3225 -0.2058 -0.0431
C 2.12188 -2.32184 1.73836 0.1627 -0.1481 -0.2661
O 2.58707 -3.43783 1.54692 -0.2115 0.6265 0.4571
O 2.11320 -1.81476 2.97787 0.0795 0.1579 0.0369
C 3.20818 -0.99672 3.39081 0.1544 0.0892 -0.0512
F 4.00568 -0.75269 2.30116 -0.0705 -0.0085 0.1849
H -1.33236 3.23248 2.63121 -0.0557 -0.0625 -0.0195
H -2.35257 1.81770 2.92607 0.0665 0.0318 -0.0429
H -0.64094 1.60877 2.57334 0.0178 0.0987 -0.0034
H -2.85866 2.43863 0.62345 0.0921 0.0126 0.0790
H -1.78004 1.06207 0.52247 -0.1180 0.0865 -0.0093
H -0.90929 3.97739 0.36563 0.0708 -0.0964 -0.0259
H 0.15249 2.59191 0.13614 -0.0186 0.1528 0.0432
H -0.90732 3.96092 -1.91100 -0.0894 -0.0876 -0.0223
H -2.26324 2.89049 -1.68275 0.0898 -0.0585 0.1235
H 0.54766 2.31973 -2.65005 0.0098 -0.0043 0.1854
H -0.98352 1.82232 -3.32475 0.1670 0.1342 -0.0076
H 0.60072 0.06339 -2.22543 -0.1131 0.0771 -0.0092
H -0.10606 0.59111 -0.70760 0.1130 -0.0081 -0.0684
H -2.25511 -0.24565 -1.26981 -0.0607 0.1253 -0.2309
H -1.93304 -0.14175 -3.01012 -0.0562 -0.0319 0.0749
H -1.97947 -2.48481 -2.34191 -0.0342 0.0876 0.0472
H -0.34254 -2.04601 -2.79367 -0.0952 -0.0919 0.0386
H -0.96941 -3.38071 -0.50287 0.0719 0.0532 0.0237
H -1.09951 -1.75926 0.11666 0.0079 -0.0443 -0.0284
H 1.36270 -3.23426 -0.15439 -0.8741 0.1180 -0.8161
H 1.38706 -2.02793 -1.42752 -0.0439 0.0116 0.1187
H 0.72741 -0.82128 1.15500 0.0659 -0.0407 -0.0201
H 2.26769 -0.77770 0.30521 0.0239 -0.0392 0.1738
H 3.78540 -1.53200 4.14384 -0.0133 0.0142 -0.0885
H 2.80692 -0.05040 3.75096 0.0036 -0.0873 0.0115
Ag 2.03874 -4.88627 -0.08627 0.4620 -1.0006 -0.0257
```
Forces are in eV/Å.

Atomic partial charges in e from the Mulliken method, atoms 1 to 6:
1. C -1.31
2. C 0.28
3. C -0.64
4. C -0.68
5. C -1.20
6. C 0.88

[2]
C10H17Cl2F5O3PdTe as an isolated structure at a distorted geometry. Source: the OMol25 dataset; level of theory: ωB97M-V/def2-TZVPD.

Its spin multiplicity is 5. Its calculated total energy is -2432.4747 Ha. Its charge is -2.

The geometry in XYZ format:
```
39
Properties=species:S:1:pos:R:3:forces:R:3
C 0.20421 -1.14691 -1.51578 -2.9675 0.2788 0.0411
C 1.07580 -0.03294 -1.75357 -1.0274 2.1766 -1.0870
C 0.26638 1.11261 -1.96576 -0.0506 -0.8896 0.3384
C 2.52762 -0.04149 -2.01917 0.9118 -1.6503 1.2371
C -1.09634 0.74269 -1.81832 1.2081 -0.3637 0.2164
C -1.13732 -0.69022 -1.53052 2.4585 0.1523 -0.0550
C -2.36550 -1.47288 -1.29642 -0.4340 -0.3401 -1.2492
C 0.64619 -2.53791 -1.38519 -0.5052 -1.3796 1.1984
C 0.78525 2.48058 -2.21571 -1.1571 0.2851 -1.2418
C -2.25455 1.68392 -1.87294 0.4780 -0.7326 0.4683
Pd 1.45145 0.74181 1.04835 -5.4741 -6.1276 1.8313
Cl 2.47491 2.36080 0.63401 4.9279 6.8373 -1.5017
Cl 2.79101 -1.32308 1.05664 0.1095 -0.1352 0.1921
O -0.55230 1.40543 1.06374 0.6650 -1.0169 -1.1975
H 2.99161 -0.95172 -1.51886 -0.4334 1.1185 -0.6931
H 3.00044 0.82104 -1.55006 0.0746 0.0907 -0.2192
H 2.75543 -0.08034 -3.08175 -0.0072 0.1294 -0.3119
H 1.54890 2.71614 -1.51161 0.6531 0.3352 0.3254
H -0.03722 3.22087 -2.09128 0.5485 -0.3273 -0.1277
H 1.17147 2.56098 -3.26061 -0.0764 0.1879 0.5683
H -2.14037 2.42087 -1.07626 -0.0593 0.0538 0.0416
H -3.17749 1.13020 -1.72712 -0.2212 0.1659 -0.0046
H -2.27341 2.17641 -2.82923 -0.1418 0.4068 -0.4799
H -3.22465 -0.79914 -1.17665 0.1415 -0.3150 0.1634
H -2.27083 -2.11243 -0.42141 -0.1706 -0.1985 0.0276
H -2.57539 -2.10255 -2.21406 -0.0158 0.2671 0.9973
H 1.60488 -2.58945 -0.85070 -0.2114 -0.0527 -0.2296
H 0.73937 -3.02237 -2.36611 0.0241 -0.0784 0.0475
H -0.09516 -3.13631 -0.75699 0.8479 0.6389 -0.8491
H -0.57347 1.87567 1.87946 -0.0608 0.4381 1.2281
O -1.92454 -2.92323 1.46090 1.3030 1.9367 1.2385
H -1.40725 -2.13143 1.91490 -1.2732 -1.8538 -1.1112
F -0.77593 -0.60181 6.41653 0.4786 0.1866 -0.8584
Te 0.21972 -0.03074 4.88407 1.1115 0.9708 -2.1026
F 0.94071 -1.80367 4.87015 -0.3773 0.7903 0.3248
F -1.23093 -0.75666 3.81371 0.7238 0.2650 0.8337
F -0.81189 1.56798 5.05060 0.0252 -0.5308 0.4751
F 1.51381 0.54276 6.18754 -0.8019 -0.4329 -0.0850
O 1.21540 0.72651 3.52547 -1.2245 -1.2867 1.6100
```
Forces are in eV/Å.

Atomic partial charges in e from the Mulliken method, atoms 1 to 6:
1. C 0.81
2. C -0.04
3. C 0.97
4. C -1.21
5. C 0.50
6. C 0.54

[3]
A 4-piece molecular cluster, H9O4 overall at a distorted geometry. Source: the OMol25 dataset; level of theory: ωB97M-V/def2-TZVPD.

Its calculated total energy is -306.0822 Ha. Its charge is +1.

The geometry in XYZ format:
```
13
Properties=species:S:1:pos:R:3:forces:R:3
O -2.03570 -0.33186 -1.61170 0.6737 -0.3711 0.4742
H -2.21096 0.52921 -1.98028 -0.3360 0.2985 -0.3262
H -2.86829 -0.81414 -1.60469 -0.0436 0.0314 -0.0287
O 1.61684 -1.93957 1.65683 -1.6936 -0.5878 0.6927
H 1.73700 -2.89499 1.75206 -0.2253 0.1904 0.0837
H 2.38396 -1.64092 1.22580 1.8097 0.5825 -0.8117
O 0.30273 2.33318 0.19234 -1.6921 -2.8496 -0.8481
H 0.71498 3.15562 0.24693 1.6005 2.1118 0.2865
H -0.32201 2.41531 -0.53670 -0.2810 0.5066 0.0276
O 0.22480 -0.22502 0.20846 -0.9332 2.3105 -3.1440
H 0.43912 -0.80916 0.93978 0.9425 -0.7094 1.3038
H 0.39378 0.83512 -0.01969 0.3461 -1.5216 1.9982
H -0.37625 -0.61276 -0.46914 -0.1678 0.0080 0.2921
```
Forces are in eV/Å.

Atomic partial charges in e from the Mulliken method, atoms 1 to 6:
1. O -0.65
2. H 0.31
3. H 0.33
4. O -0.67
5. H 0.34
6. H 0.33

[4]
A 2-piece molecular cluster, C16H14ClN2O7S overall at a distorted geometry. Source: the OMol25 dataset; level of theory: ωB97M-V/def2-TZVPD.

Its calculated total energy is -2112.4450 Ha. Its charge is -1.

The geometry in XYZ format:
```
41
Properties=species:S:1:pos:R:3:forces:R:3
C 0.89389 -1.21519 -4.62169 0.3681 -0.2579 0.7513
O 1.62394 -1.53643 -3.42619 -0.3051 -0.0551 -0.0862
C 1.57019 -0.67862 -2.36547 0.1705 1.4618 0.4388
C 2.61207 -0.78013 -1.40266 -0.7321 -0.2165 -0.9464
C 2.78067 0.19880 -0.44884 -0.3024 0.5643 0.5706
C 1.85269 1.25635 -0.31345 -0.7645 -0.3516 -1.5570
C 1.90450 2.17193 0.81147 -0.1016 -1.2664 2.3230
C 0.76820 2.32924 1.57938 -0.2152 -0.4265 -1.6638
N 0.81487 2.83460 2.87784 1.2996 1.3736 2.3809
O -0.21112 2.97686 3.59394 1.3213 -0.5736 -1.6717
O 1.95996 3.13600 3.31019 -1.6693 -0.2167 -0.3030
C 0.77585 1.31939 -1.23137 0.5058 -0.1827 0.4613
C 0.63769 0.38602 -2.25757 0.4239 -0.8533 -0.1897
H 1.26634 -1.93651 -5.34226 -0.1132 0.0418 -0.1700
H -0.17935 -1.35665 -4.47792 -0.0138 0.0588 -0.0241
H 1.10313 -0.19762 -4.96217 0.0001 -0.0314 0.1116
H 3.26565 -1.64642 -1.46545 0.0863 0.2730 -0.0490
H 3.61789 0.14996 0.25553 -0.2980 -0.0409 -0.2802
H 2.87745 2.37412 1.25848 -0.6846 -0.5301 0.0148
H -0.21830 1.95281 1.28628 0.4800 0.4190 0.1087
H 0.04715 2.12785 -1.13617 0.2777 -0.2392 -0.0571
H -0.20088 0.45528 -2.96243 0.4678 0.0686 0.2987
O 7.73311 10.37613 -0.39886 -1.4900 -0.6776 -1.5362
N 6.90743 9.96273 -1.24570 1.0904 2.2861 -0.4607
O 6.69368 10.53780 -2.33996 0.4787 -0.9072 2.0511
C 6.18701 8.76254 -0.97013 -0.7036 -1.7983 0.0570
C 5.31711 8.24211 -1.94314 0.2394 0.0345 0.2166
C 4.83085 6.94249 -1.81501 0.0635 0.0649 0.1978
C 5.21413 6.13380 -0.73038 0.2170 0.4472 -0.2101
S 4.77518 4.35104 -0.77770 -1.5359 -0.4946 1.5036
C 3.19085 4.05856 -0.07090 2.6933 0.2228 0.0687
Cl 1.93939 4.65353 -1.01553 -1.9057 1.1823 -1.2134
O 4.79840 3.98214 -2.17436 0.0737 0.4138 0.0962
O 5.69159 3.73420 0.15481 0.5973 0.1079 -0.0109
C 5.97938 6.71204 0.31132 -0.2910 -0.0171 -0.3537
C 6.46126 8.01672 0.18991 -0.0314 0.0708 -0.3206
H 5.07561 8.83925 -2.81794 0.0848 -0.1332 0.1902
H 4.17548 6.54382 -2.59032 0.2997 -0.0286 0.2331
H 3.16749 4.31354 0.99211 0.0957 0.4189 -0.4168
H 6.22746 6.13953 1.20604 -0.0740 -0.0024 -0.3889
H 7.09235 8.46401 0.95432 -0.1032 -0.2090 -0.1645
```
Forces are in eV/Å.

Atomic partial charges in e from the Mulliken method, atoms 1 to 6:
1. C -0.82
2. O -0.44
3. C 0.73
4. C -0.67
5. C -0.36
6. C 0.71

[5]
A 3-piece molecular cluster, C2H7NO3P overall at a distorted geometry. Source: the OMol25 dataset; level of theory: ωB97M-V/def2-TZVPD.

Its calculated total energy is -702.3134 Ha. Its charge is -1.

The geometry in XYZ format:
```
14
Properties=species:S:1:pos:R:3:forces:R:3
C -1.32239 -1.28424 1.04452 -0.1142 -0.6297 -0.2775
C -1.04201 -0.07911 1.55224 0.0895 0.5782 0.5339
N 1.65250 -0.23447 -0.28103 0.2288 0.0055 -0.4340
O 2.17656 1.59027 -1.96393 -0.1086 0.7202 -0.4876
O -0.83671 0.97103 -1.61485 -0.2467 0.0685 -0.2486
O -0.22068 0.81960 1.09242 -0.0183 0.1782 -0.0492
P 2.32986 0.14293 -1.71364 -0.0955 -0.6348 1.0054
H -0.88077 -1.62286 0.12027 0.0658 -0.0190 -0.1918
H -0.79102 0.93327 -0.63944 0.0263 0.0650 -0.0079
H -2.04562 -1.92951 1.51441 -0.1135 -0.0534 0.1717
H -1.55808 0.21122 2.48191 -0.0546 -0.0600 -0.0064
H 0.85387 0.29653 0.30916 0.2947 -0.0980 -0.0467
H 1.69221 -1.21281 -0.04437 0.0237 -0.2686 0.0324
H -0.00771 1.39815 -1.85765 0.0226 0.1479 0.0061
```
Forces are in eV/Å.

Atomic partial charges in e from the Mulliken method, atoms 1 to 6:
1. C -0.90
2. C 0.17
3. N -0.30
4. O -0.52
5. O -0.72
6. O -0.88

[6]
A 2-piece molecular cluster, C4H6FN3 overall at a distorted geometry. Source: the OMol25 dataset; level of theory: ωB97M-V/def2-TZVPD.

Its calculated total energy is -419.9486 Ha.

The geometry in XYZ format:
```
14
Properties=species:S:1:pos:R:3:forces:R:3
C 0.81750 -2.67026 -0.47099 1.5569 0.1552 0.1606
C -0.26791 -2.00897 -0.11803 -1.8178 0.7079 -0.1704
C 0.36406 1.45630 -0.41553 2.2087 -2.1538 0.7829
C -0.52674 -0.16408 1.57421 -0.7860 1.8877 0.4958
N 1.78781 -2.30389 0.46074 1.9316 -3.0411 -2.7151
N 1.29790 -1.53150 1.27102 1.7897 2.6038 3.4944
N 0.07182 -1.22868 0.99185 -1.9329 -2.6348 -2.3053
F -1.85128 -0.15167 1.42391 -0.4143 -0.1773 -0.2763
H 0.94245 -3.24267 -1.39120 0.3013 -0.0850 0.7887
H -1.16985 -2.21712 -0.64875 -0.9356 1.0026 0.4058
H -0.15576 2.33381 -0.20028 -0.3221 1.3470 0.6030
H 1.41936 1.18386 -0.05491 -1.8716 0.9021 -0.4651
H 0.05495 0.94266 -1.30501 -0.2049 -0.3451 -0.1707
H -0.26308 0.12145 2.59981 0.4970 -0.1691 -0.6283
```
Forces are in eV/Å.

Atomic partial charges in e from the Mulliken method, atoms 1 to 6:
1. C -0.33
2. C -0.16
3. C -0.91
4. C -0.01
5. N -0.41
6. N -0.59